# 1
{
  "formula": "C3H4O",
  "method": "ωB97M-V with the def2-TZVPD basis set",
  "homo_lumo_gap_ev": 11.1,
  "spin_multiplicity": 1,
  "relative_energy_kcal_mol": 28.7,
  "smiles": "C#CCO",
  "species": ["C", "C", "C", "H", "H", "H", "H", "O"],
  "xyz": [[-0.658224, 0.481120, -0.052468], [0.736584, 0.060242, -0.104659], [1.885548, -0.305230, -0.110266], [-1.560788, -1.148284, 0.575729], [-0.849792, 1.015769, 0.874426], [-0.831794, 1.135224, -0.882762], [2.895540, -0.681402, -0.083899], [-1.617074, -0.557438, -0.216101]],
  "forces_ev_per_angstrom": [[-0.4, -0.3, 0.0], [1.0, -0.6, 0.2], [-0.3, -0.1, 0.1], [-0.1, 0.7, -1.1], [0.1, 0.2, 0.1], [-0.2, 0.6, -0.4], [-0.5, 0.3, -0.1], [0.3, -0.9, 1.1]]
}

# 2
{
  "formula": "C21H23NO3",
  "method": "ωB97M-V with the def2-TZVPD basis set",
  "homo_lumo_gap_ev": 8.1,
  "spin_multiplicity": 1,
  "relative_energy_kcal_mol": 37.7,
  "smiles": "CCOC(=O)/C(C)=C(/C)O[C@@H](C)n1c2ccccc2c2ccccc21",
  "species": ["C", "C", "O", "C", "C", "C", "C", "C", "O", "O", "H", "H", "H", "H", "H", "H", "H", "H", "H", "H", "H", "C", "C", "N", "C", "C", "C", "C", "C", "C", "C", "C", "C", "C", "C", "C", "H", "H", "H", "H", "H", "H", "H", "H", "H", "H", "H", "H"],
  "xyz": [[-0.880034, -2.872011, 3.086948], [-1.770004, -2.365838, 1.988978], [-1.737257, -0.907048, 2.091525], [-2.627004, -0.310936, 1.287353], [-2.473950, 1.172722, 1.252362], [-1.862238, 1.751277, 2.484357], [-2.419109, 1.807669, 0.055410], [-1.647144, 3.014306, -0.253547], [-3.210681, 1.326822, -0.959466], [-3.457031, -0.997077, 0.674992], [-0.786908, -3.956940, 3.010626], [0.120619, -2.432315, 3.030836], [-1.310738, -2.636899, 4.067876], [-1.397582, -2.646670, 0.996435], [-2.799642, -2.717840, 2.109617], [-2.154804, 1.175443, 3.372100], [-0.759857, 1.757722, 2.426621], [-2.195357, 2.788841, 2.634207], [-0.839431, 3.141826, 0.479579], [-1.202039, 2.970890, -1.259334], [-2.262608, 3.931883, -0.208743], [-5.282364, 2.279441, -0.037368], [-4.559401, 1.070832, -0.550632], [-5.157599, 0.504252, -1.773622], [-6.100757, -0.520367, -1.834452], [-6.809271, -1.104935, -0.795963], [-7.723980, -2.118280, -1.133910], [-7.865799, -2.541082, -2.468386], [-7.138289, -1.945550, -3.503189], [-6.254087, -0.918218, -3.186046], [-5.418931, -0.053883, -3.976868], [-4.819799, 0.875892, -3.083260], [-4.116392, 1.975595, -3.531630], [-3.846901, 2.055142, -4.907128], [-4.337516, 1.080883, -5.793716], [-5.165239, 0.041278, -5.341943], [-5.545513, 2.087811, 1.009504], [-4.648329, 3.171441, -0.097305], [-6.199508, 2.429522, -0.614547], [-4.600175, 0.257448, 0.168998], [-6.635256, -0.780403, 0.225542], [-8.322620, -2.589815, -0.357084], [-8.562842, -3.348962, -2.698759], [-7.243867, -2.246242, -4.546362], [-3.791028, 2.750583, -2.841069], [-3.254743, 2.886669, -5.292838], [-4.087772, 1.148108, -6.854584], [-5.609642, -0.691498, -6.012845]],
  "forces_ev_per_angstrom": [[0.1, -0.1, 0.4], [0.1, 0.3, 0.2], [-0.1, -0.2, -0.3], [-2.1, -1.0, -0.9], [1.3, -0.5, -0.1], [0.5, 0.6, 0.5], [-1.7, -1.4, 0.4], [0.6, 1.1, 0.1], [0.8, 0.5, 0.5], [1.7, 0.6, 0.8], [0.0, 0.0, 0.0], [-0.2, -0.1, 0.0], [0.1, 0.0, -0.2], [-0.2, 0.1, 0.2], [0.2, 0.1, -0.1], [0.1, 0.2, -0.3], [-0.3, 0.0, 0.2], [0.1, -0.3, 0.0], [-0.2, 0.0, -0.3], [-0.3, -0.2, 0.3], [0.1, -0.4, -0.1], [-0.2, 0.6, 0.4], [-0.9, -1.2, -1.7], [0.0, 0.6, -0.2], [0.7, 0.1, -0.2], [-0.4, -0.6, -0.2], [0.6, 0.4, -0.2], [0.0, 0.0, -0.1], [0.0, 0.0, 0.3], [-0.4, -0.2, 0.5], [0.4, 0.6, -0.1], [-0.7, -0.8, 0.4], [0.5, 0.4, -0.8], [-0.3, -0.3, 0.4], [-0.2, -0.2, 0.0], [0.3, 0.4, 0.1], [0.0, 0.4, -0.2], [-0.3, 0.0, 0.0], [0.2, 0.1, 0.2], [0.0, 0.4, -0.3], [-0.2, -0.1, -0.1], [0.2, 0.1, -0.1], [0.2, 0.3, 0.1], [-0.1, -0.1, 0.3], [0.1, -0.2, -0.3], [-0.2, -0.2, 0.1], [-0.1, 0.0, 0.3], [0.2, 0.2, -0.1]]
}

For the records above, the corresponding F_max values read 1.4 2.5 eV/Å.